14
Properties=species:S:1:pos:R:3 method="wB97M-V/def2-TZVPD" gap_ev=8.9 lumo_ha=-0.0068 e_above_lowest_kj_mol=432.1 total_energy_ha=-684.64248
O 0.34551 2.01451 -0.42058
C -0.59302 1.26503 0.36233
C -0.72414 0.00932 -0.37688
C -0.85429 -1.39383 0.13547
N 0.25275 -0.87862 -0.72779
C 1.55202 -0.93359 -0.11073
S 2.77351 0.17604 -0.02732
H 1.09990 1.62983 -0.72594
H -1.57109 2.04295 0.40330
H -0.41552 1.17735 1.53296
H -1.24498 0.25790 -1.39069
H -0.75391 -1.21877 1.25633
H -1.37966 -2.10779 -0.32460
H 1.51290 -2.04034 0.41416

11
Properties=species:S:1:pos:R:3 method="wB97M-V/def2-TZVPD" gap_ev=9.8 lumo_ha=0.0105 e_above_lowest_kj_mol=380.5 total_energy_ha=-682.49467
C -1.01858 1.46345 0.33326
C 0.01701 -1.18751 0.91346
N -0.00238 1.15315 -0.48259
O 1.99519 -0.45063 -0.75594
O -0.11294 -1.12648 -1.66653
S 0.59133 -0.52456 -0.61763
H -1.20519 2.59858 0.09590
H -0.43663 -0.18689 1.17579
H 0.80992 -1.54344 1.62617
H -0.75056 -1.88525 0.68905
H 0.11283 1.68959 -1.31094

22
Properties=species:S:1:pos:R:3 method="wB97M-V/def2-TZVPD" charge=+1 multiplicity=3 gap_ev="9.2 / 5.9" lumo_ha="-0.1277 / -0.2675" e_above_lowest_kj_mol=16.0 total_energy_ha=-495.74538
C -1.22833 1.29628 -1.76880
C -0.08613 1.37132 -1.01646
C -1.96386 0.07458 -1.71058
C -0.54280 -0.87539 -0.01852
C 0.24562 0.41675 -0.03080
C -1.51259 -1.06297 -1.02404
C -0.14042 -1.89719 1.05943
C 2.85988 1.94482 1.86371
N 1.35465 0.36407 0.69261
N -2.32235 -2.11752 -1.07315
O 2.01300 1.84840 0.78528
H -1.56617 2.13324 -2.40498
H 0.52482 2.30597 -0.98480
H -2.70206 -0.01872 -2.55909
H 0.85025 -2.27835 0.75531
H 0.32696 -1.29885 1.90058
H -0.82439 -2.72580 1.41363
H 2.50046 1.81627 2.83532
H 3.61603 1.12894 1.97810
H 3.46120 2.83628 1.93619
H -2.95635 -2.24962 -1.82591
H -1.90740 -3.01249 -0.80302

47
Properties=species:S:1:pos:R:3 method="wB97M-V/def2-TZVPD" multiplicity=2 gap_ev="2.2 / 8.8" lumo_ha="0.0063 / 0.0021" e_above_lowest_kj_mol=0.0 total_energy_ha=-1355.71759
N 0.20159 -1.46862 -0.67726
C -0.44305 -0.10552 -0.37225
C -1.73074 -0.34025 0.50857
S -3.00693 0.89317 0.00247
C 0.63023 0.77988 0.36072
N 0.92440 1.90458 -0.54952
C 2.13238 2.65880 -0.17584
H 0.92183 -1.29190 -1.39398
H -0.57010 -1.96820 -1.20861
H 0.44043 -2.05473 0.11744
H -0.59229 0.31991 -1.37104
H -1.95382 -1.39059 0.29349
H -1.54903 -0.24879 1.57368
H -3.31241 0.18858 -1.17865
H 0.22898 1.19993 1.28547
H 1.59852 0.30887 0.57487
H 0.22210 2.63961 -0.50991
H 2.19143 3.53103 -0.85536
H 3.06734 2.08254 -0.28011
H 2.02506 3.10276 0.80877
H -1.16418 1.90460 3.33187
H -0.88692 2.91574 2.15627
O -0.47842 2.26054 2.74269
H 0.63280 -0.16696 4.79534
H 0.97779 0.93380 3.71722
O 0.97546 -0.01378 3.90798
H 4.58977 -0.17962 -1.57789
H 4.61947 0.09438 -0.04896
O 4.23745 -0.47599 -0.73336
H 0.71248 -1.39300 2.59735
H -0.12580 -2.58907 2.93059
O 0.30423 -2.18158 2.17321
H -2.03294 3.44134 -0.18624
H -1.49371 4.78532 0.07536
O -1.17926 3.87830 -0.03286
H 1.73477 0.81667 -1.94518
H 2.77637 -0.36952 -1.75639
O 1.94701 -0.10580 -2.20821
H -2.16475 -2.59259 -2.92116
H -2.25111 -3.65436 -1.80188
O -1.64458 -3.01814 -2.22451
H 0.13840 -0.67555 -3.35673
H -1.22436 -0.85518 -4.09571
O -0.81057 -0.81829 -3.21965
H 0.86518 -4.28114 0.91926
H 0.48217 -4.38036 -0.53408
O 0.19557 -3.97412 0.30046

25
Properties=species:S:1:pos:R:3 method="wB97M-V/def2-TZVPD" charge=+1 gap_ev=4.8 lumo_ha=-0.3279 e_above_lowest_kj_mol=1069.2 total_energy_ha=-421.98548
C 2.66358 -1.22111 0.72843
C 1.51128 -0.76080 -0.21370
C 1.64661 0.59127 -0.76277
C 0.41522 1.43475 -0.89764
N -0.10552 1.90287 0.37450
N 0.08451 -1.00520 0.08561
H 3.51407 -0.54952 0.69608
H 2.32981 -1.29950 1.79225
H 2.99345 -2.21550 0.44104
H 1.72578 -1.39766 -1.11157
H 1.95483 0.50428 -1.82690
H 2.49496 1.11723 -0.29115
H 0.86230 2.32770 -1.32849
H -0.35409 1.07368 -1.57192
H 0.70414 1.93544 1.01115
H -0.79834 1.33361 0.77878
H -0.03233 -1.90756 0.38406
H 0.80571 -0.35535 0.89628
H 1.57863 0.83053 1.78372
H -1.78339 -0.69083 -0.56932
H -3.19029 -0.12936 -0.71511
O -2.30668 0.01548 -0.86903
H -5.75760 0.14183 0.77226
H -5.78128 -1.15798 0.02328
O -5.17535 -0.51829 0.39017

43
Properties=species:S:1:pos:R:3 method="wB97M-V/def2-TZVPD" multiplicity=4 gap_ev="5.7 / 5.4" lumo_ha="-0.0799 / -0.0790" total_energy_ha=-2852.88472
O 2.12184 -3.18430 0.76528
V 2.65856 -1.75833 1.23536
C 5.18626 -1.85602 3.93461
O 4.16581 -2.44909 4.30203
O 4.83040 -0.69766 3.68254
O 5.47690 -2.32308 2.83971
C 7.62292 -1.87446 -2.57074
N 6.20529 -1.74364 -3.14924
O 6.08926 -1.64837 -4.39073
O 5.23306 -1.70639 -2.38127
H 8.17137 -2.54613 -3.23116
H 7.68172 -2.49130 -1.67399
H 8.07993 -0.88502 -2.58649
C -4.26257 -4.18853 -4.40639
C -4.87406 -4.16226 -3.03904
O -3.88335 -3.45529 -2.30937
C -2.93071 -2.97747 -3.05430
O -2.05037 -2.32617 -2.64798
O -3.17240 -3.26911 -4.31530
F -5.00025 -5.40310 -2.42109
H -4.92105 -3.58396 -5.03009
H -4.09980 -5.20591 -4.76214
H -5.80731 -3.59955 -3.01652
C 1.53407 6.36956 0.72108
C 0.43020 6.32939 -0.38413
O 0.93663 5.13965 -1.06839
C 1.50321 4.29165 -0.11215
O 1.82145 3.12950 -0.31198
O 1.66260 4.99718 1.00410
F 0.53937 7.38644 -1.19534
H 1.26007 6.99442 1.57112
H 2.49165 6.78422 0.40613
H -0.55867 6.11288 0.02006
C -5.19947 -0.07707 3.97614
C -4.80591 1.44936 3.94924
O -3.63003 1.38446 3.15245
C -3.05636 0.22303 3.31373
O -1.86856 -0.00574 3.00205
O -3.97450 -0.67440 3.68295
F -4.44322 2.13002 5.04334
H -5.88350 -0.28865 3.15431
H -5.71959 -0.36405 4.89005
H -5.56069 2.02329 3.41165

55
Properties=species:S:1:pos:R:3 method="wB97M-V/def2-TZVPD" gap_ev=3.1 lumo_ha=-0.1317 e_above_lowest_kj_mol=306.7 total_energy_ha=-1591.12661
C 3.34259 2.32528 3.02484
C 2.87515 0.92448 3.28015
O 1.51864 0.83562 2.84220
C 1.06109 -0.43091 2.91395
C -0.35856 -0.58357 2.67111
C -0.99799 -1.93350 2.91319
C -1.12607 -2.27527 4.39975
C -0.20480 -3.02507 2.19875
C -1.14715 0.62349 2.48919
O -0.78642 1.75028 2.16629
O -2.45570 0.33617 2.74127
C -3.33402 1.48751 2.81179
C -3.13886 2.30401 4.05783
O 1.82956 -1.36214 3.18595
H 4.36668 2.39850 3.39589
H 3.33946 2.54714 1.95442
H 2.71691 3.06451 3.53095
H 3.49510 0.21167 2.72142
H 2.92571 0.67348 4.35062
H -2.00476 -1.87323 2.47879
H -1.71021 -1.50301 4.91154
H -1.63319 -3.24057 4.50420
H -0.12882 -2.35469 4.84863
H -0.11731 -2.76669 1.13626
H 0.79228 -3.07797 2.65079
H -0.71810 -3.98824 2.30396
H -3.15038 2.12966 1.94293
H -4.33024 1.04206 2.75894
H -3.80088 3.16802 4.01619
H -3.37922 1.73114 4.95538
H -2.10646 2.65939 4.09871
F -3.70761 -0.77592 -3.59705
C -2.69331 -1.51165 -3.02074
C -2.85340 -2.89427 -2.94471
C -1.80103 -3.60237 -2.36105
F -1.92083 -4.97000 -2.24902
C -0.65695 -2.99651 -1.87763
C -0.51222 -1.56732 -1.94836
C 0.68910 -1.02485 -1.41607
C 1.22036 0.29115 -1.41614
C 2.53925 0.44849 -0.86735
C 3.14695 1.68829 -0.87230
F 4.42091 1.80246 -0.34968
C 2.53717 2.83889 -1.37445
C 1.25541 2.67378 -1.89622
F 0.61929 3.78476 -2.40740
C 0.58614 1.45945 -1.93594
C -1.57932 -0.83260 -2.54782
H -3.74441 -3.38769 -3.31389
H 0.15130 -3.58996 -1.44792
H 1.37349 -1.77513 -1.01089
H 3.05580 -0.42531 -0.46990
H 3.02991 3.80345 -1.35882
H -0.40577 1.40932 -2.36828
H -1.53346 0.24644 -2.63614

13
Properties=species:S:1:pos:R:3 method="wB97M-V/def2-TZVPD" gap_ev=10.7 lumo_ha=0.0341 e_above_lowest_kj_mol=191.8 total_energy_ha=-323.70792
C 0.16269 -0.19204 0.11755
C 0.78932 1.12276 -0.30256
N 1.04787 -0.95382 0.95220
C -2.60487 0.21773 0.79845
O -0.16808 -0.96258 -1.00774
O -2.85535 -0.05273 -0.23568
H -0.96888 -0.56800 -1.39832
H 1.90931 -1.13297 0.43790
H 0.64120 -1.87760 1.07982
H -0.83032 0.02796 0.84901
H 1.66507 0.95335 -0.94134
H 0.08454 1.70549 -0.90381
H 1.12751 1.71245 0.55450